[1]
Below is a 5-piece molecular cluster, C17H31Cl3F6O8 overall at a distorted geometry, with properties calculated with the ωB97M-V functional and the def2-TZVPD basis.

```
65
Properties=species:S:1:pos:R:3
C 13.8702 5.7436 14.1733
Cl 14.2196 4.5224 12.9394
Cl 12.2369 5.7209 14.8506
Cl 14.0544 7.3096 13.4296
H 14.6050 5.5130 14.9128
C 12.3266 10.2888 17.6117
O 13.6043 9.6986 17.5357
C 13.9613 9.0923 16.3239
C 15.0823 8.1946 16.4601
O 14.8618 6.9290 16.9947
C 14.5503 6.7984 18.3435
H 11.9680 10.1999 18.5998
H 11.5933 9.8072 17.0225
H 12.3811 11.3319 17.3807
H 14.2451 9.8867 15.6470
H 13.1131 8.5522 15.9336
H 15.7795 8.8399 17.0378
H 15.4318 8.0157 15.4362
H 14.6508 5.7196 18.6444
H 13.5252 7.0833 18.4478
H 15.2167 7.4142 19.0151
C 16.1627 5.0779 6.5052
O 17.1493 5.7689 7.2144
C 16.6986 7.0956 7.3140
C 17.6335 7.9683 8.1451
O 17.9359 7.5824 9.5289
C 17.1508 6.5912 10.2150
H 16.6735 4.2286 5.9628
H 15.6733 5.7550 5.7499
H 15.4675 4.6920 7.2256
H 15.6883 7.0159 7.7462
H 16.6678 7.5758 6.3023
H 17.3589 9.0287 8.1427
H 18.6481 7.8282 7.6703
H 17.7593 6.3257 11.0658
H 16.9165 5.6570 9.6571
H 16.2805 6.9760 10.7294
C 16.7468 11.4357 11.5036
C 16.4500 10.1519 10.6536
O 15.8493 10.4768 9.3844
C 14.9784 9.7737 8.7575
O 14.4070 8.7579 9.0156
C 14.7036 10.3859 7.3800
F 13.9667 11.4942 7.5451
F 15.8055 10.7973 6.7556
F 14.0259 9.5462 6.6445
H 16.9828 12.2900 10.8303
H 17.5974 11.1884 12.2097
H 15.9660 11.8266 12.1149
H 15.7138 9.5335 11.2074
H 17.3479 9.4483 10.5629
C 5.5213 6.3992 10.5194
C 6.8284 7.0230 9.9660
O 7.2942 6.2618 8.8162
C 8.3583 6.7557 8.2445
O 9.0081 7.6928 8.5724
C 8.8041 5.8534 7.0944
F 10.0496 5.2891 7.2473
F 7.9006 4.8592 6.9129
F 8.8797 6.5844 5.9360
H 4.7843 6.2937 9.6953
H 5.1576 6.9522 11.3835
H 5.6201 5.3531 10.8828
H 7.6197 7.1000 10.7009
H 6.5280 7.9926 9.6994
```

Calculated values
HOMO-LUMO gap ... 0.3683 hartree
Total energy ... -3247.908127 Eh

---

[2]
Below is C17H31Cl3O2P2Pt as an isolated structure at a distorted geometry, with properties calculated with the ωB97M-V functional and the def2-TZVPD basis.

```
56
Properties=species:S:1:pos:R:3
P 2.0381 -1.6665 1.4123
P 0.8258 1.9124 1.8564
C 2.2203 -0.3806 0.0663
C 1.6565 1.0242 0.2583
H 1.7268 -0.8030 -0.8267
H 3.2733 -0.3959 -0.2489
H 2.4200 1.7492 -0.0750
H 0.8544 1.1400 -0.4912
C 0.3234 3.1620 0.5564
H -0.1938 4.0402 0.9247
H -0.3117 2.6613 -0.1944
H 1.2092 3.5256 0.0037
C 2.0812 2.7061 2.8930
H 2.3425 3.7242 2.5558
H 3.0012 2.1065 2.8663
H 1.6488 2.7558 3.8932
C 1.4110 -3.0035 0.3311
H 1.2393 -3.9582 0.8556
H 2.1237 -3.0961 -0.5145
H 0.4435 -2.6390 -0.0636
C 3.4147 -1.9907 2.4944
H 3.8629 -1.0452 2.8292
H 4.1886 -2.5775 1.9843
H 3.0993 -2.5536 3.3891
Pt -1.6005 -0.2827 -1.5220
C -1.2207 1.1581 -2.9410
C -2.6277 1.1232 -2.6206
C -3.5656 0.2054 -3.3510
C -3.1292 -1.3087 -3.5095
C -2.0255 -1.8826 -2.6119
C -0.6164 -1.5777 -2.7801
C -0.1222 -0.9193 -4.0314
C -0.6344 0.5154 -4.2114
C 0.4687 -1.0801 2.1294
H -0.6095 1.9599 -2.4927
H -3.0325 1.9688 -2.0491
H -3.7481 0.5810 -4.3616
H -4.5164 0.1959 -2.8026
H -4.0102 -1.9207 -3.2663
H -2.9136 -1.5333 -4.5553
H -2.2424 -2.7713 -1.9899
H 0.0851 -2.2783 -2.3127
H -0.3994 -1.5172 -4.8987
H 0.9706 -0.9696 -4.0349
H 0.2423 1.1136 -4.4934
H -1.3526 0.5517 -5.0433
H 0.6404 -0.1588 2.7145
H -0.1111 -1.7437 2.7899
H -0.1760 -0.8216 1.2632
Cl -2.0645 1.0597 6.7625
C -1.6107 0.3347 5.2048
Cl -0.5463 -1.0778 5.5305
Cl -3.0430 -0.1845 4.3556
C -0.6959 1.3980 4.3298
O 0.1019 1.9891 5.0380
O -0.7936 1.4754 3.0054
```

Calculated values
HOMO-LUMO gap (alpha / beta) ... 0.1526 / 0.1222 hartree
ΔE to the lowest compared entry with this formula, charge and spin ... 23.8 kcal/mol
Total charge ... +2
Total energy ... -2998.507107 Eh
Multiplicity ... 5

---

[3]
Below is C17H31ClFN3NaO3 as an isolated structure at a distorted geometry, with properties calculated with the ωB97M-V functional and the def2-TZVPD basis.

```
57
Properties=species:S:1:pos:R:3
C 0.1799 -3.7399 1.8883
C -0.6703 -2.3221 2.1557
F -0.0228 -1.7028 3.3122
C -0.8605 -1.4616 0.7999
C -2.4131 -1.9260 0.3807
N -2.5423 -3.4151 0.1264
N 0.2871 -2.0426 -0.0577
C 1.5278 -1.1278 0.0215
O 2.6974 -1.6543 -0.3476
C 1.1699 0.3832 0.6355
C 2.0121 0.3356 2.0454
C 1.7647 1.7107 -0.0932
C 1.9966 1.6207 -1.7075
O 1.5151 2.6597 -2.4458
N 2.7336 0.5506 -2.4770
C 4.2206 0.7666 -2.1612
C 2.6459 0.7425 -3.9797
C -0.4887 0.1494 0.6917
C -1.2077 0.8669 -0.6091
C -1.0079 0.1156 -2.0456
O -1.0675 1.1947 -3.0889
C -1.2997 0.8302 1.9779
C -1.6328 2.4189 1.8328
C -3.2312 2.7449 1.4612
Cl -3.5486 4.4938 2.0075
H -0.2642 -4.3851 1.0215
H 0.0034 -4.3715 2.8863
H 1.3400 -3.5669 1.8304
H -1.7386 -2.7017 2.5329
H -2.8262 -1.3837 -0.5634
H -3.1701 -1.6603 1.2653
H -1.7900 -3.7892 -0.4919
H -2.6603 -3.9681 1.0035
H 0.0255 -2.2973 -1.0365
H 2.1438 -0.8235 2.3040
H 3.1034 0.7537 1.9946
H 1.4819 0.9225 2.9394
H 0.9797 2.5898 0.1011
H 2.7803 2.1295 0.3589
H 4.8242 -0.2465 -2.3251
H 4.3948 1.2088 -1.0815
H 4.7161 1.5470 -2.9081
H 3.0944 1.7841 -4.3476
H 3.3026 -0.0813 -4.5363
H 1.5469 0.6572 -4.4126
H -2.3792 0.8354 -0.3801
H -0.9107 1.9838 -0.7869
H 0.0243 -0.4094 -2.2073
H -1.8409 -0.6446 -2.3492
H -0.9038 0.6800 -3.9437
H -2.3025 0.2139 2.1701
H -0.6879 0.7275 2.9985
H -1.4846 2.9166 2.9083
H -0.8927 3.0236 1.1264
H -3.9700 1.9517 1.9054
H -3.2596 2.7562 0.2739
Na -5.4372 1.4561 1.4264
```

Calculated values
HOMO-LUMO gap ... 0.2303 hartree
Total charge ... +1
Total energy ... -1778.084682 Eh

---

[4]
Below is C17H31ClMgN4O5 as an isolated structure at a distorted geometry, with properties calculated with the ωB97M-V functional and the def2-TZVPD basis.

```
59
Properties=species:S:1:pos:R:3
Mg 1.7931 -3.2287 -0.2050
Cl -0.5716 -5.7014 0.3524
O -0.2473 -6.2458 -0.9433
O -1.9675 -5.5838 0.6355
O -0.0404 -6.6019 1.3145
O 0.0643 -4.3976 0.5343
C 0.5444 -0.3145 -0.6554
O 0.5843 -1.7068 -0.6302
H 0.2913 0.0937 0.3231
H 1.4494 0.1771 -1.0125
H -0.3029 -0.0294 -1.2790
C -4.8560 -0.5600 1.5786
C -3.5757 -0.5403 0.7546
C -2.5505 -1.5537 1.4106
C -2.3842 -1.0542 2.8128
N -2.3500 -0.6606 3.8846
H -5.1770 -1.5901 1.7331
H -5.6755 0.0928 1.2780
H -4.7356 -0.3873 2.6481
H -3.2676 0.5029 0.8244
H -3.7344 -0.8819 -0.2682
H -1.6283 -1.5982 0.8313
H -2.9448 -2.5653 1.5071
C 1.9136 -1.8241 5.4584
C 1.7678 -0.6259 4.5530
C 0.9867 -0.9413 3.2806
C 1.6941 -1.8404 2.3318
N 2.2298 -2.5682 1.6144
H 2.5001 -2.6008 4.9678
H 0.9838 -2.3630 5.6406
H 2.5055 -1.6110 6.3486
H 2.7679 -0.3156 4.2500
H 1.2236 0.1531 5.0868
H 0.5077 -0.1060 2.7697
H 0.1724 -1.5328 3.6991
C -1.2949 3.0906 -4.4659
C -1.3901 1.8536 -3.5001
C -2.2441 0.6721 -4.0375
C -1.8814 0.1089 -5.2567
N -1.6535 -0.3441 -6.2991
H -1.3896 2.8652 -5.5281
H -0.3802 3.6776 -4.3838
H -2.1409 3.7324 -4.2200
H -1.8117 2.0382 -2.5121
H -0.3507 1.6226 -3.2669
H -3.2755 0.9733 -4.2210
H -2.2556 -0.0920 -3.2602
C 2.2452 4.0724 -1.7344
C 3.6466 4.0823 -1.1116
C 4.2839 2.6130 -0.7277
C 4.5809 1.8087 -1.9142
N 4.8608 1.1527 -2.8283
H 1.5649 3.4353 -1.1694
H 2.4061 3.7533 -2.7641
H 1.8230 5.0683 -1.8688
H 3.6268 4.7236 -0.2305
H 4.3265 4.6582 -1.7394
H 3.5069 2.1015 -0.1596
H 5.2262 2.8434 -0.2307
```

Calculated values
HOMO-LUMO gap ... 0.2798 hartree
ΔE to the lowest compared entry with this formula, charge and spin ... 104.0 kcal/mol
Total energy ... -1921.539511 Eh

---

[5]
Below is C17H31F3O2OsP2 as an isolated structure at a distorted geometry, with properties calculated with the ωB97M-V functional and the def2-TZVPD basis.

```
56
Properties=species:S:1:pos:R:3
P 0.1064 -2.4820 0.6699
P 0.5622 2.9212 1.8910
C 1.4403 0.6442 0.0232
C 1.5911 1.4956 1.3264
H 1.9303 1.1869 -0.8017
H 2.0369 -0.2802 0.1755
H 1.6275 0.7801 2.1631
H 2.6003 1.9539 1.2746
C -0.8116 2.9535 0.7585
H -1.6789 3.4627 1.2039
H -1.0843 1.9196 0.4839
H -0.5133 3.4947 -0.1497
C 1.3834 4.4731 2.1390
H 1.1933 5.1273 1.2791
H 2.4659 4.3046 2.2294
H 1.0218 4.9743 3.0472
C -1.0053 -3.9182 0.4890
H -0.6632 -4.7302 1.1452
H -1.0287 -4.2683 -0.5466
H -2.0143 -3.6001 0.7801
C 1.7692 -3.2456 0.6597
H 2.4825 -2.5362 1.0947
H 2.0722 -3.4642 -0.3709
H 1.7546 -4.1758 1.2460
Os -0.0262 -0.3875 -1.2242
C 0.1693 1.0244 -2.5905
C -1.2237 0.8505 -2.1791
C -2.2259 0.1862 -3.1036
C -1.8996 -1.3031 -3.3347
C -0.8672 -1.8203 -2.3545
C 0.5662 -1.6911 -2.6255
C 1.0507 -0.9915 -3.8768
C 0.6908 0.5096 -3.9142
C -0.1908 -2.0518 2.4185
H 0.6255 1.9614 -2.2424
H -1.6354 1.6946 -1.6226
H -2.3098 0.7318 -4.0588
H -3.2187 0.2606 -2.6282
H -2.8308 -1.8689 -3.1858
H -1.5879 -1.4815 -4.3715
H -1.1721 -2.7366 -1.8387
H 1.1854 -2.5369 -2.3006
H 0.6819 -1.4950 -4.7825
H 2.1446 -1.0734 -3.9124
H 1.6053 1.0773 -4.1435
H -0.0208 0.7168 -4.7238
H 0.6451 -1.4668 2.8164
H -0.3175 -2.9621 3.0213
H -1.0897 -1.4289 2.4897
F -0.4041 -0.0287 5.4662
C -0.9363 1.1932 5.1923
F -2.2452 1.1685 5.5318
F -0.3127 2.1143 5.9619
C -0.7868 1.4928 3.6684
O -1.3145 0.7982 2.8244
O 0.0124 2.5529 3.4125
```

Calculated values
HOMO-LUMO gap (alpha / beta) ... 0.2438 / 0.2074 hartree
Total charge ... +2
Total energy ... -1889.056813 Eh
Multiplicity ... 5

---

[6]
Below is C17H31N9O3ReS as an isolated structure, with properties calculated with the ωB97M-V functional and the def2-TZVPD basis.

```
62
Properties=species:S:1:pos:R:3
Re -0.1278 0.5355 0.3102
C 4.8222 0.7182 2.2196
N 3.9059 0.3580 1.1113
C 4.5689 -0.0479 -0.1466
C 2.6224 0.3808 1.2359
O 1.8284 0.0643 0.2593
C 1.9284 0.7980 2.5223
O 0.5340 0.3971 2.4360
C 0.2321 -0.8913 3.0402
C -0.0499 -1.8895 1.9413
O -0.5079 -1.3674 0.8477
N 0.0794 -3.1627 2.1061
C -0.2066 -4.1259 1.0249
C 0.4954 -3.7574 3.4038
H 5.6880 1.2086 1.7814
H 5.1449 -0.1872 2.7319
H 4.3522 1.4105 2.9128
H 5.3994 -0.6994 0.1164
H 4.9544 0.8425 -0.6406
H 3.8696 -0.5726 -0.7872
H 1.9474 1.8840 2.6325
H 2.3792 0.3587 3.4103
H -0.6728 -0.7563 3.6382
H 1.0414 -1.1853 3.7039
H -0.1998 -3.6194 0.0660
H -1.1729 -4.5916 1.2143
H 0.5698 -4.8874 1.0510
H 0.0612 -3.2123 4.2378
H 1.5823 -3.7838 3.4662
H 0.1133 -4.7741 3.4308
C -4.3099 -3.2548 -3.0190
C -3.0231 -2.5212 -3.0720
N -2.0945 -2.6640 -3.9681
N -1.1218 -1.7879 -3.6107
C -1.4191 -1.1042 -2.5189
S -0.3430 0.1673 -1.9781
N -2.6351 -1.5487 -2.1520
N -3.3537 -1.0738 -1.0546
H -4.4822 -3.7157 -3.9893
H -5.1413 -2.5869 -2.7950
H -4.2739 -4.0445 -2.2662
H -0.2882 -1.7159 -4.1828
H -3.6100 -1.8703 -0.4786
H -4.2092 -0.6539 -1.4093
C -4.2550 2.5120 1.1514
C -3.0071 1.8203 0.8684
N -2.0206 1.2735 0.6462
H -4.6526 2.1567 2.1039
H -4.9698 2.3111 0.3519
H -4.0648 3.5852 1.2071
C 1.8123 5.3719 -1.7353
N 1.2135 4.3937 -0.7943
C 0.7586 4.6748 0.4729
C 0.2471 3.5242 0.9710
N 0.3870 2.5277 0.0040
C 0.9870 3.1122 -1.0453
H 1.8814 6.3270 -1.2243
H 1.1699 5.4669 -2.6064
H 2.8049 5.0327 -2.0180
H 0.8307 5.6616 0.8992
H -0.2218 3.3467 1.9245
H 1.2425 2.6371 -1.9795
```

Calculated values
HOMO-LUMO gap (alpha / beta) ... 0.3120 / 0.2605 hartree
ΔE to the lowest compared entry with this formula, charge and spin ... 3.5 kcal/mol
Total charge ... +4
Total energy ... -1859.981844 Eh
Multiplicity ... 4

---

[7]
Below is C17H31N9O3ReS as an isolated structure at a distorted geometry, with properties calculated with the ωB97M-V functional and the def2-TZVPD basis.

```
62
Properties=species:S:1:pos:R:3
Re -0.2838 0.5300 -0.2021
C 0.0225 -1.9011 3.9580
N -0.0588 -0.4303 3.8889
C -0.1924 0.2339 5.2052
C -0.0600 0.2021 2.7603
O -0.0194 -0.4084 1.6216
C -0.1299 1.7146 2.7226
O 0.0949 2.1664 1.3707
C 1.3490 2.8562 1.1422
C 2.2489 1.9772 0.3025
O 1.6876 0.9548 -0.2664
N 3.4957 2.2455 0.1382
C 4.1509 3.4243 0.7486
C 4.3774 1.3769 -0.6740
H 0.7196 -2.1686 4.7487
H -0.9569 -2.3096 4.2050
H 0.3817 -2.3032 3.0195
H 0.6038 -0.1190 5.8568
H -0.1355 1.3142 5.1351
H -1.1495 -0.0418 5.6456
H -1.1165 2.0577 3.0350
H 0.6116 2.1577 3.3822
H 1.1243 3.7815 0.6107
H 1.8114 3.1072 2.0937
H 3.4425 4.2188 0.9651
H 4.6747 3.1281 1.6569
H 4.8820 3.8064 0.0407
H 3.9367 0.3956 -0.8016
H 4.5490 1.8427 -1.6432
H 5.3307 1.2886 -0.1583
C -1.8841 -5.7943 -0.4684
C -1.2116 -4.7242 -1.2407
N -0.7067 -4.8392 -2.4309
N -0.2123 -3.6129 -2.7262
C -0.4019 -2.7327 -1.7586
S 0.0925 -1.0756 -1.9347
N -1.0279 -3.4168 -0.7975
N -1.4444 -2.8545 0.4120
H -1.7967 -6.7219 -1.0297
H -2.9475 -5.5833 -0.3335
H -1.4215 -5.9376 0.5096
H 0.2589 -3.4690 -3.6114
H -0.6506 -2.8496 1.0454
H -2.1663 -3.4541 0.8004
C -4.8551 0.0093 0.2668
C -3.4235 0.1683 0.1271
N -2.2871 0.2893 -0.0003
H -5.2789 -0.3567 -0.6718
H -5.3189 0.9661 0.5180
H -5.0764 -0.7087 1.0597
C -2.3253 4.1911 -3.8837
N -1.3670 3.3082 -3.1792
C -0.0394 3.1428 -3.5158
C 0.4789 2.2434 -2.6518
N -0.5384 1.8461 -1.7786
C -1.6401 2.5278 -2.1478
H -1.7669 4.8581 -4.5321
H -2.8850 4.7789 -3.1619
H -3.0043 3.5936 -4.4861
H 0.4141 3.6689 -4.3408
H 1.4735 1.8353 -2.6114
H -2.6111 2.4608 -1.6875
```

Calculated values
HOMO-LUMO gap (alpha / beta) ... 0.2923 / 0.2454 hartree
ΔE to the lowest compared entry with this formula, charge and spin ... 7.1 kcal/mol
Total charge ... +4
Total energy ... -1859.976049 Eh
Multiplicity ... 4

---

[8]
Below is C17H31NO10V as an isolated structure at a distorted geometry, with properties calculated with the ωB97M-V functional and the def2-TZVPD basis.

```
60
Properties=species:S:1:pos:R:3
O -0.7377 -1.4811 -1.4266
V -0.3570 -0.5371 -2.6394
C -0.7021 -3.0984 -6.0991
C 0.0609 -2.8035 -4.7417
O -0.1849 -1.6369 -4.2543
O 0.7633 -3.7750 -4.3032
H -0.9704 -4.1488 -6.1093
H -0.0137 -2.8868 -6.8847
H -1.6845 -2.5873 -6.2922
C -1.4808 2.2219 -5.0612
C 0.0577 2.1003 -4.5506
O 0.7145 3.0504 -4.9311
O 0.4263 1.0562 -3.9287
H -1.4902 2.4987 -6.1522
H -1.9594 3.0893 -4.5121
H -2.0678 1.3122 -4.9501
C -2.7740 1.5508 -1.6096
C -3.2782 0.5341 -2.6467
O -4.4388 0.5428 -3.0538
O -2.3558 -0.3039 -3.0377
H -3.5265 2.3505 -1.4626
H -1.8469 2.0390 -1.8726
H -2.8021 0.8968 -0.7266
C 2.7857 1.7013 -1.2474
C 1.5892 0.7995 -1.5596
O 1.6754 -0.2829 -2.2218
O 0.4854 1.2468 -1.2361
H 2.4711 2.4974 -0.5972
H 3.1813 2.0223 -2.2278
H 3.5409 1.1410 -0.6776
C 1.3946 -1.8632 4.6778
C 0.4823 -0.5899 4.6843
C 1.2519 0.7496 4.6931
C 2.0760 0.9615 3.4212
C 1.2075 1.0835 2.2678
C 0.2923 -0.1053 2.0920
N -0.3234 -0.3972 3.4955
O -1.2826 -1.5198 3.3176
C -0.9829 0.3573 1.3441
C 0.9988 -1.2660 1.4561
C -0.4811 -0.7533 5.8209
H 2.3104 -1.9358 4.0787
H 0.7447 -2.6942 4.4342
H 1.6863 -2.1260 5.7346
H 0.5023 1.5515 4.7101
H 1.8659 0.7802 5.6393
H 2.8687 0.2004 3.2994
H 2.6560 1.8639 3.6071
H 1.7850 1.0591 1.3623
H 0.7094 2.0443 2.2689
H -1.6592 -0.3831 0.9503
H -1.4788 1.0264 2.0707
H -0.7607 0.8828 0.3918
H 0.9704 -1.1680 0.3501
H 2.0213 -1.4150 1.8004
H 0.3090 -2.0873 1.6732
H -0.9463 -1.7092 5.8261
H -1.2420 0.0190 5.6776
H 0.0350 -0.6446 6.7931
H -2.0915 -1.0315 3.0756
```

Calculated values
HOMO-LUMO gap (alpha / beta) ... 0.2534 / 0.2536 hartree
Total charge ... -2
Total energy ... -2417.688725 Eh
Multiplicity ... 2

---

Question: Among the records above, which one has the highest total energy?
Answer: C17H31ClFN3NaO3